Formula: C16H26AsIN6NdS6
Source: OMol25
Level of theory: ωB97M-V/def2-TZVPD

Properties
HOMO level (alpha / beta): -4.26 / -4.26 eV
M: 840.89 g mol⁻¹
2S+1: 4
Total charge: -1
Kohn-Sham gap (alpha / beta): 6.35 / 6.36 eV
E: -175190.1834 eV
Energy above the lowest of the compared OMol25 structures with the same formula, charge and spin: 0.0 kJ/mol
<S²>: 3.7533

Last column: Mulliken spin population.
CARTESIAN COORDINATES (ANGSTROEM)
1 Nd 0.42 -0.03 0.59  3.05
2 N -2.26 -0.73 0.28  0.00
3 C -2.59 -1.80 -0.66  0.00
4 C -1.92 -1.50 -1.99  0.00
5 N -0.47 -1.33 -1.83  0.00
6 C 0.34 -2.52 -2.11  0.00
7 C 0.55 -3.38 -0.87  0.00
8 N 1.21 -2.57 0.16  0.00
9 H -2.56 -0.98 1.22  0.00
10 H -2.74 0.12 0.03  0.00
11 H -3.67 -1.90 -0.82  0.00
12 H -2.24 -2.74 -0.24  0.00
13 H -2.32 -0.57 -2.39  0.00
14 H -2.15 -2.30 -2.71  0.00
15 H -0.14 -0.58 -2.42  0.00
16 H 1.31 -2.17 -2.44  0.00
17 H -0.10 -3.13 -2.91  0.00
18 H 1.13 -4.26 -1.15  0.00
19 H -0.40 -3.73 -0.47  0.00
20 H 2.16 -2.32 -0.10  0.00
21 H 1.25 -3.07 1.04  0.00
22 S 3.18 -0.21 1.46  -0.01
23 As 3.11 1.34 -0.05  0.00
24 S 1.41 2.63 0.58  -0.01
25 S 2.25 0.27 -1.76  -0.01
26 S 4.85 2.44 -0.44  0.00
27 S -1.32 3.28 -3.36  0.00
28 C -0.58 2.23 -2.20  0.00
29 N -1.29 1.92 -1.17  -0.01
30 C -2.52 2.58 -1.23  0.00
31 C -3.51 2.55 -0.23  0.00
32 C -4.68 3.25 -0.43  0.00
33 C -4.89 4.00 -1.60  0.00
34 C -3.91 4.07 -2.57  0.00
35 C -2.73 3.35 -2.37  0.00
36 H 0.44 1.87 -2.34  0.00
37 H -3.33 2.01 0.69  0.00
38 H -5.44 3.24 0.33  0.00
39 H -5.81 4.55 -1.73  0.00
40 H -4.05 4.66 -3.47  0.00
41 I -1.14 -2.92 2.80  0.00
42 C 0.35 -1.26 2.87  -0.01
43 H 1.24 -1.83 3.12  0.00
44 H 0.02 -0.76 3.77  0.00
45 C -3.56 3.23 4.60  0.00
46 N -2.27 3.60 4.07  0.00
47 C -1.60 4.80 4.29  0.00
48 C -0.42 4.71 3.64  0.00
49 N -0.39 3.47 3.03  0.00
50 C -1.51 2.77 3.30  0.00
51 S -1.90 1.19 2.83  0.00
52 H -3.91 4.03 5.24  0.00
53 H -3.48 2.30 5.18  0.00
54 H -4.27 3.06 3.80  0.00
55 H -2.03 5.59 4.88  0.00
56 H 0.38 5.42 3.54  0.00
57 H 0.40 3.07 2.52  0.00


Formula: C17H23FN2O2
Source: OMol25
Level of theory: ωB97M-V/def2-TZVPD

Properties
HOMO level: -8.89 eV
M: 306.38 g mol⁻¹
SMILES: CC[C@H](C)NC(=O)[C@H]1CC(=O)N(CCc2ccc(F)cc2)C1
Kohn-Sham gap: 9.44 eV
E: -27796.5916 eV
Energy above the lowest of the compared OMol25 structures with the same formula, charge and spin: 0.0 kJ/mol

Last column: natural (NBO) charge in e.
CARTESIAN COORDINATES (ANGSTROEM)
1 C -6.19 -0.39 -1.25  -0.62
2 C -5.56 -1.29 -0.19  -0.40
3 C -4.59 -0.57 0.76  -0.06
4 C -5.26 0.54 1.57  -0.61
5 N -3.46 -0.03 0.04  -0.62
6 C -2.21 -0.53 0.13  0.69
7 O -1.92 -1.49 0.81  -0.63
8 C -1.18 0.26 -0.69  -0.31
9 C -0.92 1.64 -0.07  -0.49
10 C 0.59 1.85 -0.22  0.69
11 O 1.19 2.88 -0.04  -0.62
12 N 1.13 0.67 -0.58  -0.43
13 C 2.55 0.47 -0.71  -0.20
14 C 3.16 -0.18 0.54  -0.42
15 C 4.65 -0.28 0.40  -0.04
16 C 5.25 -1.45 -0.06  -0.19
17 C 6.62 -1.52 -0.23  -0.28
18 C 7.39 -0.41 0.06  0.39
19 F 8.73 -0.48 -0.10  -0.33
20 C 6.82 0.77 0.51  -0.28
21 C 5.45 0.82 0.68  -0.18
22 C 0.19 -0.42 -0.68  -0.21
23 H -6.78 0.40 -0.80  0.20
24 H -5.42 0.07 -1.88  0.20
25 H -6.84 -0.97 -1.89  0.22
26 H -5.01 -2.09 -0.68  0.21
27 H -6.35 -1.74 0.41  0.20
28 H -4.17 -1.32 1.44  0.24
29 H -6.12 0.15 2.10  0.22
30 H -4.56 0.94 2.30  0.22
31 H -5.58 1.35 0.93  0.20
32 H -3.63 0.78 -0.53  0.39
33 H -1.55 0.37 -1.71  0.22
34 H -1.15 1.65 1.00  0.24
35 H -1.46 2.45 -0.55  0.23
36 H 3.00 1.46 -0.86  0.24
37 H 2.75 -0.15 -1.59  0.20
38 H 2.91 0.43 1.41  0.22
39 H 2.73 -1.18 0.68  0.21
40 H 4.64 -2.31 -0.28  0.21
41 H 7.10 -2.43 -0.58  0.23
42 H 7.45 1.62 0.73  0.23
43 H 4.99 1.74 1.03  0.22
44 H 0.26 -1.09 0.18  0.22
45 H 0.38 -1.00 -1.59  0.20


Formula: C35H47BaBrN4P2
Source: OMol25
Level of theory: ωB97M-V/def2-TZVPD

Properties
HOMO level: -13.53 eV
M: 802.97 g mol⁻¹
Total charge: +2
Kohn-Sham gap: 7.28 eV
E: -132318.3328 eV
Energy above the lowest of the compared OMol25 structures with the same formula, charge and spin: 0.0 kJ/mol

Last column: Mulliken charge in e.
CARTESIAN COORDINATES (ANGSTROEM)
1 N -4.83 -1.20 2.47  -0.51
2 C -4.02 -0.22 2.89  -0.75
3 C -3.60 0.82 2.05  -0.18
4 C -4.10 0.88 0.73  0.46
5 C -4.88 -0.21 0.28  -0.25
6 C -5.26 -1.19 1.20  -0.57
7 C -3.75 2.00 -0.14  -0.75
8 Ba 0.15 1.14 -0.21  1.80
9 P 2.33 0.33 -2.45  1.25
10 C -3.64 1.97 -1.51  -0.59
11 C -2.52 2.62 -2.21  1.18
12 C -2.27 2.31 -3.57  -0.77
13 C -1.09 2.70 -4.20  -0.33
14 C -0.14 3.43 -3.48  -0.14
15 C -0.33 3.76 -2.13  -0.61
16 C -1.56 3.40 -1.51  -1.15
17 Br 1.25 4.38 -4.50  -0.04
18 H -3.50 2.93 0.39  0.74
19 H -4.35 1.39 -2.12  0.45
20 H -2.92 1.57 2.45  0.59
21 H -5.19 -0.29 -0.76  0.38
22 H -3.69 -0.28 3.93  0.42
23 H -5.93 -2.00 0.91  0.43
24 H -3.04 1.75 -4.10  0.45
25 H -1.79 3.75 -0.49  0.45
26 H -0.92 2.48 -5.25  0.50
27 H 0.41 4.37 -1.61  0.66
28 P -0.61 -2.27 -0.98  0.86
29 C 2.76 1.91 -1.59  -0.05
30 C 3.59 2.93 -2.36  -1.14
31 H 3.28 1.62 -0.65  0.31
32 H 1.83 2.46 -1.31  -0.48
33 H 3.83 3.75 -1.66  0.42
34 H 4.53 2.54 -2.75  0.28
35 H 3.00 3.38 -3.17  -0.13
36 C 2.04 0.81 -4.20  0.44
37 C 3.15 0.81 -5.26  -1.50
38 H 1.61 1.82 -4.16  -0.88
39 H 1.23 0.14 -4.53  0.39
40 H 2.67 1.11 -6.21  0.45
41 H 3.93 1.55 -5.07  0.28
42 H 3.60 -0.17 -5.42  0.34
43 C 3.83 -0.70 -2.41  -0.45
44 C 5.18 0.00 -2.44  -1.47
45 H 3.75 -1.40 -3.26  0.49
46 H 3.74 -1.30 -1.49  0.31
47 H 5.95 -0.77 -2.35  0.45
48 H 5.36 0.52 -3.39  0.26
49 H 5.33 0.70 -1.61  0.32
50 C 0.34 -3.74 -0.38  -1.03
51 C 1.85 -3.63 -0.55  -0.77
52 H -0.05 -4.61 -0.92  0.54
53 H 0.08 -3.88 0.68  0.37
54 H 2.31 -4.57 -0.20  0.45
55 H 2.14 -3.49 -1.60  0.24
56 H 2.26 -2.81 0.05  -0.14
57 C -0.47 -2.62 -2.79  -0.60
58 C -1.39 -1.77 -3.66  -1.34
59 H -0.69 -3.69 -2.92  0.57
60 H 0.59 -2.48 -3.06  0.27
61 H -1.24 -2.03 -4.72  0.43
62 H -2.45 -1.93 -3.42  0.36
63 H -1.17 -0.70 -3.55  0.16
64 C -2.29 -2.99 -0.72  -0.37
65 C -2.58 -3.36 0.73  -1.35
66 H -2.37 -3.88 -1.37  0.43
67 H -3.02 -2.25 -1.10  0.13
68 H -3.63 -3.69 0.83  0.37
69 H -1.94 -4.17 1.09  0.39
70 H -2.46 -2.48 1.39  0.20
71 N -0.80 1.24 10.75  -0.43
72 C -0.54 1.00 9.63  -0.06
73 C -0.18 0.71 8.27  0.46
74 C -0.93 1.22 7.20  -1.20
75 C -0.56 0.93 5.88  -0.33
76 C 0.56 0.13 5.63  2.04
77 C 1.32 -0.38 6.69  -0.49
78 C 0.96 -0.08 8.02  -1.08
79 N 0.93 -0.16 4.30  0.31
80 C 2.00 -0.98 3.89  -0.48
81 C 2.03 -0.91 2.53  -1.06
82 N 1.00 -0.07 2.08  0.33
83 C 0.36 0.33 3.18  -0.17
84 H -1.80 1.86 7.40  0.43
85 H -1.16 1.33 5.06  0.21
86 H 2.19 -0.99 6.49  0.30
87 H 1.56 -0.46 8.85  0.44
88 H 2.63 -1.52 4.59  0.41
89 H 2.71 -1.40 1.83  0.50
90 H -0.52 0.97 3.18  -0.09


Formula: C24H33BGaN9S
Source: OMol25
Level of theory: ωB97M-V/def2-TZVPD

Properties
HOMO level: -8.19 eV
M: 560.19 g mol⁻¹
Kohn-Sham gap: 8.83 eV
E: -102726.8683 eV
Energy above the lowest of the compared OMol25 structures with the same formula, charge and spin: 0.0 kJ/mol

Last column: natural (NBO) charge in e.
CARTESIAN COORDINATES (ANGSTROEM)
1 Ga -0.28 0.09 -0.14  1.44
2 C -0.86 4.09 -1.93  -0.61
3 C -0.25 3.59 -0.61  -0.25
4 C 0.43 4.72 0.15  -0.59
5 C -1.31 2.94 0.23  0.25
6 C -2.56 3.39 0.63  -0.34
7 C -3.13 2.34 1.33  0.04
8 N -2.26 1.33 1.36  -0.32
9 N -1.14 1.70 0.69  -0.44
10 B -2.27 0.02 2.20  0.54
11 N -2.25 -1.25 1.29  -0.31
12 C -3.03 -2.33 1.35  0.04
13 C -2.41 -3.36 0.66  -0.34
14 C -1.21 -2.83 0.18  0.24
15 N -1.13 -1.55 0.58  -0.44
16 C -0.13 -3.46 -0.63  -0.25
17 C -0.68 -3.98 -1.96  -0.60
18 C 0.54 -4.59 0.17  -0.59
19 N -0.98 0.01 3.06  -0.35
20 C -0.94 -0.07 4.40  0.00
21 C 0.37 -0.12 4.80  -0.36
22 C 1.11 -0.09 3.60  0.18
23 N 0.29 -0.01 2.55  -0.32
24 C 2.61 -0.12 3.54  -0.25
25 C 3.19 1.23 4.00  -0.59
26 C 3.17 -0.50 2.18  -0.60
27 H -0.07 4.45 -2.59  0.21
28 H -1.56 4.91 -1.75  0.20
29 H -1.39 3.28 -2.45  0.25
30 H 0.49 2.83 -0.84  0.22
31 H -0.28 5.52 0.38  0.20
32 H 1.23 5.15 -0.45  0.21
33 H 0.86 4.36 1.09  0.22
34 H -3.01 4.35 0.43  0.24
35 H -4.09 2.26 1.82  0.23
36 H -3.23 0.00 2.91  -0.03
37 H -3.97 -2.31 1.88  0.23
38 H -2.78 -4.36 0.54  0.24
39 H 0.62 -2.69 -0.83  0.23
40 H -1.50 -4.68 -1.79  0.20
41 H 0.10 -4.50 -2.52  0.21
42 H -1.04 -3.15 -2.56  0.24
43 H -0.18 -5.39 0.37  0.20
44 H 0.93 -4.22 1.12  0.22
45 H 1.37 -5.01 -0.40  0.21
46 H -1.85 -0.07 4.99  0.22
47 H 0.76 -0.20 5.80  0.23
48 H 2.92 -0.87 4.27  0.21
49 H 3.08 1.98 3.21  0.21
50 H 4.25 1.13 4.24  0.21
51 H 2.68 1.60 4.89  0.21
52 H 2.97 0.30 1.46  0.22
53 H 2.71 -1.41 1.80  0.21
54 H 4.25 -0.65 2.23  0.21
55 C 1.94 -1.76 -4.52  -0.65
56 C 0.84 -0.74 -4.48  0.28
57 C 0.67 0.18 -5.51  -0.33
58 C -0.33 1.12 -5.34  0.09
59 N -1.11 1.16 -4.26  -0.49
60 C -0.87 0.24 -3.32  0.28
61 S -1.90 0.28 -1.89  -0.28
62 N 0.07 -0.71 -3.39  -0.51
63 H 2.20 -2.02 -5.55  0.22
64 H 1.64 -2.65 -3.97  0.23
65 H 2.82 -1.35 -4.03  0.25
66 H 1.29 0.16 -6.39  0.22
67 H -0.52 1.89 -6.08  0.19
68 N 2.58 0.24 -1.35  -0.35
69 C 1.53 0.18 -0.86  -0.20


Formula: C5H5FN
Source: OMol25
Level of theory: ωB97M-V/def2-TZVPD

Properties
HOMO level: -15.51 eV
M: 98.10 g mol⁻¹
Total charge: +1
Kohn-Sham gap: 10.17 eV
E: -9459.3059 eV
Energy above the lowest of the compared OMol25 structures with the same formula, charge and spin: 716.2 kJ/mol

Last column: natural (NBO) charge in e.
CARTESIAN COORDINATES (ANGSTROEM)
1 C -0.34 -0.24 -1.40  -0.34
2 C 1.35 -0.93 0.53  0.45
3 C -0.37 0.16 -0.12  0.25
4 C 0.82 -0.91 -1.13  0.59
5 C -1.22 1.05 0.60  -0.72
6 N 1.92 -1.16 -0.72  -0.34
7 F 1.70 -0.17 1.46  -0.23
8 H -0.86 -0.04 -2.25  0.28
9 H 1.26 -1.94 0.98  0.21
10 H -0.56 1.60 1.22  0.27
11 H -2.10 0.76 1.07  0.30
12 H -1.59 1.81 -0.23  0.28


Formula: C2H22O9
Source: OMol25
Level of theory: ωB97M-V/def2-TZVPD

Properties
HOMO level: -10.15 eV
M: 190.19 g mol⁻¹
SMILES: CO.CO.O.O.O.O.O.O.O
Kohn-Sham gap: 10.31 eV
E: -20857.1591 eV
Energy above the lowest of the compared OMol25 structures with the same formula, charge and spin: 181.5 kJ/mol

Last column: natural (NBO) charge in e.
CARTESIAN COORDINATES (ANGSTROEM)
1 C -1.67 1.83 -4.00  -0.26
2 O -1.24 0.60 -3.46  -0.71
3 H -2.27 2.44 -3.31  0.17
4 H -0.82 2.50 -4.13  0.18
5 H -2.19 1.84 -4.95  0.16
6 H -2.04 0.18 -3.14  0.47
7 C 1.72 -0.80 4.37  -0.24
8 O 2.61 -0.07 3.54  -0.74
9 H 0.90 -0.21 4.80  0.17
10 H 1.36 -1.65 3.80  0.16
11 H 2.31 -1.07 5.25  0.18
12 H 2.29 0.02 2.64  0.48
13 O -3.84 -2.82 3.08  -0.94
14 H -3.31 -2.62 2.30  0.48
15 H -4.74 -2.72 2.79  0.46
16 O 3.34 -1.53 -3.77  -0.94
17 H 2.77 -1.62 -3.01  0.47
18 H 2.75 -1.33 -4.50  0.47
19 O 0.46 0.39 0.33  -0.95
20 H -0.36 -0.10 0.41  0.48
21 H 0.42 0.79 -0.53  0.48
22 O 1.78 -3.31 0.50  -0.95
23 H 2.52 -3.74 0.07  0.47
24 H 2.17 -2.83 1.23  0.48
25 O 1.56 4.21 -0.07  -0.94
26 H 1.68 4.82 -0.80  0.47
27 H 2.33 4.35 0.48  0.47
28 O -1.81 -2.85 0.04  -0.96
29 H -0.89 -3.10 0.07  0.49
30 H -2.11 -3.15 -0.82  0.47
31 O -2.13 3.56 0.39  -0.94
32 H -1.19 3.67 0.57  0.48
33 H -2.36 4.31 -0.16  0.46


Formula: C6H10ClNO5S2
Source: OMol25
Level of theory: ωB97M-V/def2-TZVPD

Properties
HOMO level: -8.36 eV
M: 275.74 g mol⁻¹
Kohn-Sham gap: 8.53 eV
E: -52299.6331 eV
Energy above the lowest of the compared OMol25 structures with the same formula, charge and spin: 0.0 kJ/mol

Last column: natural (NBO) charge in e.
CARTESIAN COORDINATES (ANGSTROEM)
1 C 0.67 -0.74 1.92  0.67
2 C 1.92 0.00 -0.06  -0.42
3 C 2.32 -1.42 0.38  -0.21
4 C 0.73 0.24 0.84  -0.75
5 C -2.96 -0.71 -1.54  -0.87
6 C 0.01 2.63 -0.50  -0.84
7 N 1.80 -1.55 1.71  -0.42
8 O -0.09 -0.90 2.83  -0.58
9 O -0.83 -1.59 -0.29  -0.89
10 O -0.59 0.31 -1.84  -0.97
11 O -0.82 2.06 1.96  -0.88
12 O -1.74 0.71 0.27  -0.88
13 S -1.37 -0.40 -0.85  2.36
14 S -0.39 1.42 0.78  2.11
15 Cl 1.60 -3.18 2.28  0.12
16 H 2.49 0.89 0.01  0.23
17 H 1.55 -0.29 -1.06  0.24
18 H 1.94 -2.23 -0.17  0.20
19 H 3.37 -1.43 0.38  0.20
20 H -2.83 -1.77 -1.64  0.27
21 H -3.63 -0.56 -0.66  0.26
22 H -3.24 -0.11 -2.34  0.26
23 H 0.59 3.42 -0.11  0.26
24 H 0.37 2.15 -1.36  0.28
25 H -0.87 3.04 -0.93  0.26


Formula: C12H13BaClN3O3
Source: OMol25
Level of theory: ωB97M-V/def2-TZVPD

Properties
HOMO level: -1.87 eV
M: 420.04 g mol⁻¹
Total charge: -1
Kohn-Sham gap: 4.24 eV
E: -36485.5816 eV

Last column: Mulliken charge in e.
CARTESIAN COORDINATES (ANGSTROEM)
1 Ba -0.75 1.51 0.15  1.55
2 C 4.13 2.20 0.18  -0.58
3 C 4.77 0.97 0.18  -0.50
4 C 4.01 -0.19 0.17  -0.41
5 C 2.62 -0.09 0.17  0.38
6 N 2.03 1.10 0.17  -0.10
7 C 2.74 2.22 0.17  -0.41
8 C 1.74 -1.29 0.15  0.42
9 C 2.27 -2.58 0.14  -0.50
10 C 1.42 -3.67 0.13  -0.45
11 C 0.05 -3.45 0.12  -0.71
12 C -0.40 -2.14 0.13  -0.24
13 N 0.41 -1.10 0.15  -0.11
14 H 4.69 3.12 0.18  0.40
15 H 5.85 0.90 0.18  0.40
16 H 4.51 -1.15 0.17  0.24
17 H 2.10 3.12 0.16  0.44
18 H 3.33 -2.75 0.15  0.24
19 H 1.82 -4.67 0.12  0.41
20 H -0.65 -4.27 0.10  0.41
21 H -1.46 -1.90 0.12  0.52
22 Cl -4.96 -2.29 -1.41  -0.25
23 C -5.18 -0.77 -0.47  -0.44
24 C -3.95 0.15 -0.63  0.55
25 O -4.03 1.02 -1.50  -0.71
26 O -2.99 -0.10 0.15  -0.77
27 H -5.32 -1.06 0.56  0.26
28 H -6.07 -0.29 -0.86  0.30
29 O 0.05 3.60 0.13  -1.37
30 N -3.00 3.29 0.20  -0.58
31 H -3.53 3.23 1.06  0.18
32 H -3.63 3.09 -0.56  0.22
33 H -2.61 4.22 0.12  0.20